Entry 1:
{"formula": "C10H12N", "method": "ωB97M-V/def2-TZVPD", "largest_force_ha_per_bohr": 0.080, "total_charge": 1, "lumo_ev": -4.044, "e_homo_ev": -11.5, "e_above_lowest_kcal_mol": 101.93, "spin_multiplicity": 1, "smiles": "CC#CC1=CC=CC=C([NH3+])C1", "orbital_gap_ev": 7.441, "symbols": ["H", "H", "C", "H", "H", "H", "C", "H", "C", "C", "C", "H", "H", "H", "H", "H", "C", "C", "C", "H", "C", "N", "C"], "coordinates": [[-0.552, 2.795, 0.169], [-5.176, 0.463, -0.323], [-1.976, 0.620, -0.083], [-4.694, -1.363, -0.318], [1.389, -2.662, -0.740], [-0.454, -1.381, -0.217], [1.485, 2.320, 0.226], [3.590, -0.203, 0.498], [1.696, -0.816, -0.167], [0.285, -0.568, -0.601], [-0.567, 0.769, -0.234], [1.560, 3.352, 0.204], [-4.855, -0.490, 1.131], [0.083, -0.818, -1.597], [3.019, -2.468, -0.403], [3.574, 1.846, 0.678], [-3.079, 0.129, 0.086], [-4.467, -0.292, 0.097], [0.036, 1.925, 0.081], [1.899, -2.492, 0.893], [2.602, 0.087, 0.255], [2.035, -2.258, -0.058], [2.567, 1.504, 0.424]]}

Entry 2:
{"formula": "C4H32NO13S", "method": "ωB97M-V/def2-TZVPD", "largest_force_ha_per_bohr": 0.070, "total_charge": -1, "lumo_ev": 2.524, "e_homo_ev": -5.3, "e_above_lowest_kcal_mol": 59.78, "spin_multiplicity": 1, "orbital_gap_ev": 7.783, "symbols": ["H", "H", "H", "H", "O", "H", "O", "H", "S", "H", "H", "O", "H", "H", "H", "O", "H", "O", "H", "O", "H", "H", "N", "C", "H", "H", "H", "H", "O", "H", "O", "O", "H", "O", "H", "H", "H", "H", "H", "H", "C", "O", "H", "O", "H", "C", "H", "H", "C", "H", "O"], "coordinates": [[-0.683, -2.650, -2.929], [-0.369, 2.355, -1.689], [-0.253, -0.491, -0.827], [2.184, 1.402, -0.816], [2.585, 2.668, 3.060], [0.620, -1.329, -4.132], [-1.819, -1.970, -0.233], [-1.349, 0.984, 0.304], [2.552, -0.939, 0.378], [2.960, 3.545, -2.263], [-1.666, -3.902, -3.049], [2.382, 3.673, -1.532], [-1.670, -3.181, 2.867], [0.333, -1.777, 0.992], [2.149, 3.042, 2.284], [-0.208, -1.108, -3.673], [-2.925, -0.388, -1.061], [0.098, 2.614, -2.512], [-0.092, -0.670, 2.449], [-0.348, 2.061, 4.358], [-1.535, -2.624, -0.887], [0.657, -0.319, 1.928], [-0.416, 1.285, 0.063], [1.736, 0.418, -0.916], [2.391, -0.819, -3.522], [0.370, 1.539, 4.722], [1.227, 1.992, 1.226], [-2.809, -1.296, 1.297], [-3.432, 0.070, -1.737], [-1.458, -0.564, 2.984], [2.550, -1.617, -4.106], [-0.678, -1.111, 3.088], [-1.290, -2.261, 0.507], [-3.110, -0.656, 1.950], [2.876, 1.839, 2.690], [-0.258, -3.432, 3.220], [2.475, -2.300, -3.445], [-2.835, -0.078, -2.489], [-0.279, 3.126, 0.948], [1.483, 3.467, -1.870], [0.403, 0.111, -0.206], [-0.985, -3.853, 2.744], [0.654, 1.887, -2.777], [1.760, 0.041, -2.172], [0.086, 2.900, 4.182], [0.839, -0.811, 0.967], [-0.253, 1.740, 2.039], [0.203, -0.708, -2.866], [0.165, 2.151, 1.120], [-4.055, -0.538, 1.868], [-0.966, -3.518, -2.525]]}

Entry 3:
{"formula": "C9H13NO", "method": "ωB97M-V/def2-TZVPD", "largest_force_ha_per_bohr": 0.055, "total_charge": 0, "lumo_ev": 0.791, "e_homo_ev": -9.3, "e_above_lowest_kcal_mol": 18.63, "spin_multiplicity": 1, "smiles": "Cc1ccccc1.CC(N)=O", "orbital_gap_ev": 10.048, "symbols": ["H", "C", "H", "H", "H", "C", "H", "C", "H", "C", "H", "H", "C", "C", "C", "N", "O", "C", "H", "H", "H", "H", "C", "H"], "coordinates": [[-2.373, 1.512, 0.020], [1.891, -0.774, -0.424], [-1.756, -0.679, 2.621], [1.018, 0.777, 2.446], [-1.340, 0.059, -0.112], [0.852, -1.682, -0.457], [2.632, -0.718, -1.189], [-0.097, -1.817, 0.541], [-0.766, 1.585, 0.491], [1.934, 0.096, 0.648], [-0.483, -0.816, 3.722], [-0.420, 0.938, -3.425], [-1.401, 1.128, -0.268], [0.986, 0.011, 1.682], [0.098, -1.049, 1.727], [-0.735, 0.622, -2.547], [-0.880, 2.783, -1.922], [-0.901, -1.321, 2.845], [-1.097, -2.221, 0.454], [2.566, 0.971, 0.743], [-0.542, -0.311, -2.228], [0.772, -2.439, -1.238], [-0.931, 1.608, -1.621], [-0.993, -2.378, 3.036]]}

Entry 4:
{"formula": "C49H47Cl2N4O2Ta", "method": "ωB97M-V/def2-TZVPD", "largest_force_ha_per_bohr": 0.023, "total_charge": 2, "lumo_ev": -6.589, "e_homo_ev": -12.8, "e_above_lowest_kcal_mol": 12.74, "spin_multiplicity": 1, "orbital_gap_ev": 6.206, "symbols": ["H", "Cl", "C", "N", "C", "C", "H", "H", "C", "H", "C", "C", "H", "H", "H", "C", "C", "C", "H", "O", "C", "C", "H", "H", "H", "H", "C", "H", "C", "H", "C", "H", "C", "H", "C", "C", "H", "H", "C", "C", "C", "N", "H", "C", "H", "H", "H", "H", "C", "H", "C", "C", "C", "H", "H", "C", "C", "H", "N", "C", "H", "C", "N", "H", "H", "C", "H", "H", "C", "H", "H", "C", "C", "H", "Cl", "C", "Ta", "C", "H", "C", "H", "C", "H", "H", "H", "C", "H", "C", "H", "C", "C", "H", "C", "C", "C", "H", "C", "O", "H", "C", "C", "H", "C", "H", "C"], "coordinates": [[5.593, -1.878, 3.656], [3.047, 3.532, -0.833], [4.414, -1.929, -2.911], [0.581, -0.949, 1.163], [-0.791, 2.669, 1.871], [-1.833, 0.442, 3.243], [2.352, 1.176, -3.744], [3.278, -2.664, 3.353], [5.506, -0.497, 2.017], [-0.074, -6.854, 2.180], [3.685, -1.914, 2.687], [1.878, 3.914, -3.253], [2.787, 0.070, 0.084], [2.472, -2.870, -2.628], [-4.538, 0.319, 2.190], [-3.418, -0.412, -0.610], [-0.290, 2.263, -2.647], [3.412, -0.375, 0.849], [-1.173, 2.909, -5.856], [0.551, 1.894, -0.506], [4.347, 0.331, -3.527], [-2.702, 1.355, 2.623], [5.126, 0.812, 0.358], [-0.648, -2.385, -0.517], [-0.482, 4.067, 0.233], [-2.663, 4.044, 0.541], [1.434, -0.606, -2.239], [-1.689, -1.541, 4.095], [0.095, 1.732, 2.467], [0.349, -1.261, 3.804], [1.482, -1.796, 1.515], [-6.326, -1.752, -1.821], [-5.224, 1.216, -0.619], [2.262, -6.369, 1.549], [-4.181, 1.159, 2.792], [-0.191, 2.833, -3.928], [-4.530, -3.370, -1.932], [-3.234, 1.638, -0.014], [-0.660, -4.791, 2.231], [-5.660, -1.004, -1.408], [-0.250, -3.482, 2.064], [-1.277, 1.415, -2.265], [-0.954, -2.668, 2.186], [-2.182, 2.480, 1.950], [-4.407, 0.930, 3.834], [-1.685, -5.007, 2.500], [-3.286, -1.126, 3.484], [3.006, -4.041, 1.264], [-1.659, -2.048, -0.703], [-3.240, 4.328, 2.178], [4.985, -1.468, 2.861], [-3.089, 3.558, 1.416], [1.080, -3.196, 1.735], [2.876, -2.506, -4.319], [1.918, 2.446, 1.540], [2.959, -2.155, -3.290], [-6.116, 0.254, -1.136], [-2.947, 0.400, -2.869], [2.251, -0.858, -3.208], [1.779, 3.305, -1.984], [4.992, -2.835, -3.084], [1.984, -4.247, 1.549], [0.685, -0.400, -1.380], [-4.755, 2.036, 2.516], [-5.574, 2.226, -0.439], [1.563, -5.558, 1.701], [-2.163, -3.970, -1.543], [-4.069, 3.181, 1.142], [-2.533, -2.986, -1.289], [-2.714, -0.435, 4.995], [6.525, -0.159, 2.149], [-0.280, 3.968, 1.300], [-2.406, -0.732, 3.988], [1.467, 0.075, 4.077], [1.066, 4.423, -5.747], [4.719, 0.048, 1.009], [-0.370, 0.436, 0.334], [-2.175, 1.099, -3.169], [0.072, -0.142, 5.119], [0.705, 2.516, -1.673], [4.879, 1.058, -4.138], [-3.839, -2.656, -1.501], [2.174, 1.137, 2.667], [-2.958, 1.321, -5.164], [0.785, 4.097, 1.452], [-4.311, -1.363, -1.166], [4.485, -1.660, -1.848], [0.919, 3.683, -4.198], [-0.788, 4.794, 1.799], [-2.052, -0.765, -0.343], [0.247, -5.829, 2.050], [2.721, 4.554, -3.473], [2.887, -1.372, 1.677], [2.890, 0.251, -3.952], [1.581, 2.025, 2.482], [2.809, 0.018, -5.014], [-2.177, 1.619, -4.479], [4.985, -0.914, -3.710], [4.409, 0.642, -2.474], [-3.923, 0.884, -0.365], [0.422, -0.210, 4.087], [1.804, 2.749, 3.271], [-1.197, 2.490, -4.860], [-7.147, 0.519, -1.328], [-0.445, 0.665, 3.228]]}